This record from OMol25 describes a cluster of 10 separate species, C27H60N3O15 in total at a distorted geometry. The level of theory is ωB97M-V/def2-TZVPD.

Results
LUMO level = -0.6003 eV
frontier orbital gap = 5.6622 eV
E_tot = -2356.88685 hartree
charge = -1

CARTESIAN COORDINATES (ANGSTROEM)
C: -0.554 0.542 -2.325
C: -0.327 -0.256 -1.068
O: 0.081 -1.460 -1.126
N: -0.800 0.341 0.218
H: -0.159 1.319 0.231
H: -1.670 0.722 0.200
C: -0.442 -0.534 1.399
H: -1.408 0.275 -2.667
H: 0.346 0.276 -3.175
H: -0.221 1.455 -2.172
H: 0.629 -0.762 1.226
H: -0.627 -1.660 1.355
H: -0.630 -0.176 2.354
N: -3.843 1.932 -0.758
O: -3.122 1.565 0.142
O: -4.453 2.983 -0.543
O: -3.554 1.615 -1.962
N: 1.351 3.627 0.260
O: 1.150 4.664 -0.399
O: 2.003 3.686 1.326
O: 0.502 2.707 0.159
C: 4.996 -1.191 0.479
C: 3.558 -1.004 -0.073
C: 3.315 0.372 -0.727
O: 3.259 -2.106 -0.791
H: 5.680 -1.461 -0.462
H: 5.156 -1.905 1.204
H: 5.587 -0.204 0.945
H: 2.891 -0.923 0.858
H: 3.751 0.982 -0.076
H: 2.152 0.652 -0.731
H: 3.553 0.613 -1.555
H: 2.343 -1.950 -1.117
C: 3.016 -4.246 2.899
C: 2.833 -3.243 3.920
C: 4.128 -2.474 4.320
O: 1.876 -2.388 3.350
H: 2.147 -4.611 2.734
H: 3.600 -5.043 3.346
H: 3.707 -3.806 2.245
H: 2.313 -3.822 4.774
H: 4.781 -3.271 4.674
H: 4.081 -1.546 5.016
H: 4.620 -1.974 3.389
H: 1.310 -1.931 4.011
C: -3.771 4.369 -6.204
C: -3.251 3.277 -5.283
C: -1.778 2.787 -5.624
O: -3.324 3.675 -3.929
H: -4.809 4.604 -6.422
H: -3.329 4.318 -7.279
H: -3.231 5.349 -6.029
H: -3.941 2.493 -5.302
H: -1.576 1.789 -5.062
H: -0.913 3.566 -5.258
H: -1.615 2.503 -6.749
H: -3.163 2.734 -3.335
C: 1.985 -1.827 -5.043
C: 1.853 -0.790 -6.086
C: 1.302 -1.135 -7.385
O: 1.129 0.200 -5.465
H: 0.991 -2.420 -4.933
H: 2.458 -1.528 -4.115
H: 2.902 -2.387 -5.327
H: 2.821 -0.198 -6.071
H: 0.246 -1.717 -7.395
H: 2.060 -1.915 -7.593
H: 1.229 -0.182 -8.138
H: 0.716 0.853 -6.069
C: -0.541 0.746 6.836
C: 0.600 -0.115 6.368
C: 0.392 -1.625 6.837
O: 0.642 -0.233 5.011
H: -1.474 0.475 6.340
H: -0.317 1.778 6.475
H: -0.635 0.753 7.873
H: 1.443 0.364 6.868
H: -0.310 -1.919 6.301
H: 0.388 -1.857 7.837
H: 0.969 -2.348 6.200
H: 1.035 0.525 4.653
C: -2.006 4.293 3.645
C: -2.274 3.037 2.851
C: -1.968 1.875 3.769
O: -3.643 3.062 2.431
H: -2.412 5.245 3.130
H: -1.050 4.392 3.833
H: -2.729 4.313 4.512
H: -1.647 3.065 1.976
H: -0.805 1.861 4.007
H: -2.216 0.905 3.327
H: -2.387 1.805 4.963
H: -3.626 2.564 1.487
C: -1.527 -4.269 -0.792
C: -2.361 -3.655 0.365
C: -3.278 -2.615 0.077
O: -4.103 -1.993 0.855
C: -3.277 -2.114 -1.326
C: -2.496 -2.604 -2.444
C: -1.673 -3.820 -2.231
O: -1.092 -4.353 -3.166
H: -0.702 -5.085 -0.497
H: -2.407 -3.980 1.332
H: -3.704 -1.131 -1.533
H: -2.700 -2.146 -3.383


This record from OMol25 describes a structure of composition C11H11Co2N2O6 at a distorted geometry. The level of theory is ωB97M-V/def2-TZVPD.

Results
LUMO level = 2.1356 eV
frontier orbital gap = 3.9324 eV
E_tot = -3752.02986 hartree
charge = -1

CARTESIAN COORDINATES (ANGSTROEM)
C: -1.905 -2.483 1.623
N: -0.741 -1.608 1.965
C: 0.421 -2.466 2.377
N: -1.136 -0.906 3.175
H: -1.621 -3.137 0.805
H: -2.196 -3.089 2.470
H: -2.727 -1.827 1.339
H: 0.770 -3.028 1.500
H: 1.204 -1.846 2.835
H: 0.047 -3.164 3.145
H: -0.357 -0.466 3.683
H: -1.947 -0.318 3.062
O: -2.161 3.891 -0.713
C: -1.276 3.351 -1.217
Co: 0.116 2.565 -1.988
C: -0.814 1.552 -3.078
O: -1.417 0.888 -3.798
C: 0.411 4.063 -2.843
O: 0.498 5.077 -3.390
C: 0.528 1.465 0.132
C: 0.559 0.196 0.565
C: -0.469 -0.865 0.774
Co: 1.580 0.508 -0.932
C: 1.093 -0.768 -2.055
O: 0.773 -1.630 -2.759
C: 3.272 0.178 -0.848
O: 4.396 -0.082 -0.899
C: 1.826 1.751 -2.554
O: 2.602 1.834 -3.426
H: 0.350 2.441 0.588
H: -0.226 -1.648 0.008
H: -1.454 -0.430 0.452


This record from OMol25 describes a structure of composition C42H42Ge2N3O3PtS2SeSi at a distorted geometry. The level of theory is ωB97M-V/def2-TZVPD.

Results
LUMO level (spin up / spin down) = 4.1766 / 4.1518 eV
<S²> = 0.76
frontier orbital gap (spin up / spin down) = 6.1291 / 5.8522 eV
multiplicity = 2
E_tot = -9776.26227 hartree
charge = -2

CARTESIAN COORDINATES (ANGSTROEM)
Pt: 0.299 -0.046 1.326
N: -6.401 -4.098 4.092
C: -5.928 -3.440 2.929
C: -4.859 -3.974 2.207
C: -4.398 -3.346 1.064
C: -5.014 -2.177 0.611
C: -6.092 -1.652 1.311
C: -6.545 -2.285 2.468
S: -4.357 -1.346 -0.802
O: -4.046 -2.385 -1.753
O: -5.364 -0.371 -1.169
N: -2.999 -0.731 -0.314
C: -2.906 0.471 0.355
S: -4.201 1.676 0.579
C: -3.153 2.702 1.473
C: -1.935 2.146 1.534
N: -1.778 0.899 0.925
H: -5.695 -4.648 4.550
H: -6.839 -3.476 4.751
H: -4.380 -4.884 2.558
H: -3.557 -3.756 0.510
H: -6.562 -0.744 0.950
H: -7.383 -1.870 3.023
H: -3.479 3.657 1.870
H: -1.072 2.588 2.014
C: 4.314 -1.135 -1.755
Ge: 3.892 -1.649 0.093
C: 4.571 -0.241 1.248
C: 5.079 -3.182 0.358
Ge: 1.500 -1.918 0.485
C: 0.858 -2.900 -1.086
C: 1.769 -3.643 -1.845
C: 1.333 -4.443 -2.900
C: -0.020 -4.495 -3.221
C: -0.936 -3.742 -2.493
C: -0.499 -2.945 -1.433
C: 1.412 -3.339 1.886
C: 2.510 -3.725 2.660
C: 2.378 -4.626 3.721
C: 1.133 -5.160 4.024
C: 0.026 -4.788 3.263
C: 0.167 -3.888 2.212
H: 5.003 -0.282 -1.747
H: 3.416 -0.861 -2.322
H: 4.795 -1.978 -2.267
H: 5.643 -0.072 1.077
H: 4.404 -0.488 2.305
H: 4.020 0.680 1.034
H: 6.099 -2.826 0.157
H: 4.839 -3.991 -0.343
H: 5.036 -3.586 1.377
H: 2.831 -3.612 -1.614
H: 2.053 -5.016 -3.475
H: -0.358 -5.115 -4.042
H: -1.990 -3.745 -2.743
H: -1.220 -2.335 -0.897
H: 3.489 -3.304 2.457
H: 3.247 -4.895 4.317
H: 1.022 -5.850 4.852
H: -0.957 -5.176 3.511
H: -0.715 -3.579 1.659
O: 1.033 1.562 0.006
Si: 1.393 3.102 -0.067
C: 2.392 3.536 -1.611
C: 2.462 4.816 -2.190
C: 3.261 5.063 -3.308
C: 4.004 4.028 -3.875
C: 3.943 2.750 -3.321
C: 3.143 2.514 -2.204
C: -0.111 4.252 -0.123
C: -0.619 4.826 1.052
C: -1.781 5.597 1.044
C: -2.462 5.815 -0.151
C: -1.979 5.258 -1.333
C: -0.818 4.487 -1.316
C: 2.384 3.757 1.406
C: 2.938 5.048 1.435
C: 3.641 5.516 2.544
C: 3.796 4.695 3.663
C: 3.247 3.416 3.662
C: 2.550 2.951 2.543
H: 1.877 5.634 -1.768
H: 3.300 6.058 -3.739
H: 4.621 4.214 -4.748
H: 4.511 1.934 -3.760
H: 3.080 1.516 -1.778
H: -0.095 4.665 1.995
H: -2.155 6.022 1.969
H: -3.371 6.404 -0.159
H: -2.510 5.418 -2.264
H: -0.461 4.047 -2.247
H: 2.825 5.704 0.570
H: 4.068 6.514 2.538
H: 4.337 5.056 4.531
H: 3.351 2.772 4.533
H: 2.116 1.955 2.556
Se: 0.428 -0.564 3.550


This record from OMol25 describes a cluster of 8 separate species, C21H61N5O8 in total at a distorted geometry. The level of theory is ωB97M-V/def2-TZVPD.

Results
LUMO level = 0.6603 eV
frontier orbital gap = 9.8636 eV
E_tot = -1712.30231 hartree

CARTESIAN COORDINATES (ANGSTROEM)
C: -1.241 -3.915 -1.555
O: -2.431 -3.597 -1.577
N: -0.266 -2.957 -1.497
N: -0.805 -5.244 -1.493
H: 0.675 -3.075 -1.711
H: -0.653 -2.003 -1.592
H: -0.060 -5.454 -0.874
H: -1.569 -5.900 -1.493
C: 1.588 -3.779 3.134
C: 0.348 -4.209 3.912
O: -0.599 -3.177 4.214
H: 2.338 -4.539 3.188
H: 2.096 -2.859 3.488
H: 1.445 -3.488 2.135
H: 0.619 -4.703 4.810
H: -0.100 -4.990 3.303
H: -0.694 -2.768 3.356
C: 3.752 0.939 1.328
C: 3.005 -0.241 1.929
O: 3.663 -1.039 2.879
H: 3.405 1.149 0.351
H: 4.801 0.645 1.091
H: 3.778 1.880 1.875
H: 2.855 -0.934 1.100
H: 2.048 0.097 2.294
H: 3.654 -0.603 3.722
C: -3.501 -1.325 0.982
C: -2.327 -2.148 1.269
O: -1.160 -1.510 1.733
H: -4.285 -1.781 0.425
H: -3.132 -0.503 0.389
H: -4.050 -0.917 1.888
H: -2.026 -2.654 0.367
H: -2.590 -2.906 1.978
H: -1.427 -1.137 2.564
C: 0.125 2.529 -0.529
C: -0.545 1.506 0.371
O: -0.068 0.242 -0.067
H: -0.082 3.490 -0.134
H: -0.249 2.365 -1.513
H: 1.207 2.334 -0.655
H: -1.610 1.477 0.356
H: -0.258 1.742 1.430
H: -0.404 -0.473 0.567
C: 1.113 -0.091 -3.520
C: 2.568 -0.160 -3.022
C: 3.133 1.272 -2.882
O: 3.345 1.775 -4.201
C: 3.758 3.102 -4.186
N: 2.615 -1.007 -1.764
H: 0.523 0.410 -2.720
H: 0.750 -1.079 -3.582
H: 0.895 0.437 -4.488
H: 3.139 -0.629 -3.788
H: 4.132 1.230 -2.496
H: 2.547 1.922 -2.298
H: 2.953 3.766 -3.803
H: 4.079 3.309 -5.224
H: 4.614 3.205 -3.515
H: 2.235 -0.551 -0.931
H: 3.595 -1.226 -1.680
C: -3.344 2.670 -6.372
C: -2.428 3.184 -5.283
C: -1.964 1.891 -4.466
O: -3.027 1.204 -3.816
C: -2.533 0.261 -2.875
N: -1.178 3.896 -5.717
H: -3.006 1.864 -7.060
H: -3.773 3.420 -7.019
H: -4.171 2.197 -5.822
H: -2.855 3.847 -4.557
H: -1.180 2.198 -3.770
H: -1.571 1.253 -5.258
H: -3.393 -0.188 -2.304
H: -1.985 0.756 -2.097
H: -1.989 -0.590 -3.245
H: -0.890 3.500 -6.616
H: -1.363 4.863 -5.841
C: -1.917 0.398 6.619
C: -1.585 0.421 5.093
C: -0.111 0.582 4.808
O: 0.307 1.828 5.194
C: 1.554 2.244 4.764
N: -2.106 -0.701 4.330
H: -1.440 -0.440 7.155
H: -2.950 0.288 6.627
H: -1.708 1.393 7.011
H: -2.042 1.305 4.661
H: 0.119 0.437 3.752
H: 0.624 -0.202 5.209
H: 1.455 2.453 3.682
H: 2.387 1.534 4.845
H: 1.814 3.120 5.454
H: -3.102 -0.591 4.452
H: -1.914 -1.543 4.828


This record from OMol25 describes a cluster of 2 separate species, C3H8NO2S in total. The level of theory is ωB97M-V/def2-TZVPD.

Results
LUMO level = 3.8671 eV
frontier orbital gap = 7.2540 eV
E_tot = -722.60000 hartree
charge = -1

CARTESIAN COORDINATES (ANGSTROEM)
O: -3.311 -1.092 0.031
C: -2.577 -0.125 0.152
N: -1.282 -0.059 -0.149
C: -0.367 0.975 0.287
C: 0.848 1.052 -0.648
S: 1.568 -0.617 -0.968
H: -2.955 0.848 0.532
H: -0.778 -0.845 -0.562
H: 0.026 0.776 1.288
H: -0.898 1.936 0.315
H: 1.607 1.625 -0.112
H: 0.619 1.589 -1.573
H: 3.649 0.069 2.021
H: 2.502 0.014 1.029
O: 2.733 0.351 1.923


This record from OMol25 describes a structure of composition B5CuF4H16 at a distorted geometry. The level of theory is ωB97M-V/def2-TZVPD.

Results
LUMO level (spin up / spin down) = 5.2534 / 1.1627 eV
<S²> = 0.76
frontier orbital gap (spin up / spin down) = 6.4844 / 1.9394 eV
multiplicity = 2
E_tot = -2173.33053 hartree
charge = -3

CARTESIAN COORDINATES (ANGSTROEM)
Cu: -0.381 -0.121 0.160
B: -1.909 0.165 4.161
H: -1.548 -0.779 4.540
H: -2.766 0.142 3.507
H: -2.081 0.888 4.942
H: -1.129 0.632 3.580
B: -2.584 -2.606 -2.204
H: -3.367 -3.235 -2.597
H: -2.248 -2.977 -1.248
H: -1.712 -2.456 -2.823
H: -3.061 -1.652 -2.041
B: 2.567 -2.791 1.386
H: 1.562 -3.123 1.175
H: 2.563 -1.772 1.740
H: 3.011 -3.428 2.135
H: 3.140 -2.836 0.473
B: -1.661 3.498 -1.287
H: -1.237 2.951 -2.115
H: -2.257 4.305 -1.683
H: -2.211 2.757 -0.727
H: -0.839 3.854 -0.685
B: 3.677 1.741 -2.077
F: 3.368 2.060 -0.782
F: 3.601 2.813 -2.893
F: 4.826 1.085 -2.189
F: 2.676 0.885 -2.447


This record from OMol25 describes a cluster of 2 separate species, C5H15NO in total at a distorted geometry. The level of theory is ωB97M-V/def2-TZVPD.

Results
LUMO level = 0.9051 eV
frontier orbital gap = 9.7868 eV
E_tot = -329.46388 hartree

CARTESIAN COORDINATES (ANGSTROEM)
C: 0.439 2.255 3.020
N: 0.698 1.187 2.040
C: 0.341 1.616 0.682
C: -0.120 0.439 -0.186
C: 0.838 -0.749 -0.049
C: -1.583 0.063 0.000
H: 0.865 3.192 2.689
H: 0.881 1.950 3.954
H: -0.634 2.436 3.076
H: -0.012 0.487 2.260
H: 1.216 2.073 0.213
H: -0.389 2.441 0.676
H: 0.031 0.733 -1.224
H: 0.897 -1.225 -1.033
H: 0.556 -1.520 0.653
H: 1.861 -0.457 0.142
H: -2.191 0.787 0.524
H: -1.758 -0.816 0.644
H: -2.042 -0.226 -0.948
H: -0.456 -3.342 -5.299
H: -0.412 -4.836 -4.961
O: -0.334 -3.965 -4.560


This record from OMol25 describes a structure of composition C13H17IN2Pt at a distorted geometry. The level of theory is ωB97M-V/def2-TZVPD.

Results
LUMO level (spin up / spin down) = 0.3265 / -3.5699 eV
<S²> = 2.03
frontier orbital gap (spin up / spin down) = 5.2889 / 4.9589 eV
multiplicity = 3
E_tot = -1031.95691 hartree

CARTESIAN COORDINATES (ANGSTROEM)
C: -0.111 -1.545 -2.672
C: 1.051 1.250 -1.783
H: 0.964 -1.728 -2.686
H: -0.206 -0.915 -3.593
H: -0.832 -2.350 -2.539
H: 1.115 2.125 -1.144
H: 1.963 0.661 -1.546
H: 0.999 1.367 -2.901
Pt: -0.329 -0.096 -1.357
C: -1.879 0.696 -2.493
H: -1.564 1.675 -2.890
H: -2.837 0.800 -1.973
H: -2.037 0.012 -3.335
I: -2.423 -1.764 -0.309
C: -1.888 2.746 1.609
C: -1.260 2.331 2.790
C: -0.389 1.243 2.775
C: -0.055 0.651 1.543
N: -0.683 1.053 0.406
C: -1.604 2.041 0.427
C: 0.826 -0.505 1.389
C: 1.425 -1.179 2.470
C: 2.222 -2.301 2.253
C: 2.359 -2.777 0.951
C: 1.694 -2.123 -0.087
N: 0.947 -1.015 0.128
H: -2.596 3.575 1.554
H: -1.465 2.852 3.720
H: 0.035 0.813 3.679
H: -2.107 2.208 -0.524
H: 1.238 -0.818 3.467
H: 2.730 -2.808 3.077
H: 2.949 -3.660 0.701
H: 1.748 -2.515 -1.108


This record from OMol25 describes the molecule C4H7F at a distorted geometry. The level of theory is ωB97M-V/def2-TZVPD.

Results
LUMO level = 0.9488 eV
frontier orbital gap = 10.8114 eV
E_tot = -256.30197 hartree

CARTESIAN COORDINATES (ANGSTROEM)
C: -0.538 -0.678 1.307
C: -0.009 -0.191 -0.085
C: -0.544 -0.653 -1.113
C: 0.910 1.022 -0.330
H: -1.727 -1.011 1.304
H: -0.672 0.393 2.046
H: 0.306 -1.522 1.604
H: -1.280 -1.626 -1.498
H: -0.169 0.048 -1.879
H: 1.972 0.577 -0.280
H: 1.051 2.002 0.550
F: 0.701 1.638 -1.627


This record from OMol25 describes a cluster of 2 separate species, C5H10O in total at a distorted geometry. The level of theory is ωB97M-V/def2-TZVPD.

Results
LUMO level (spin up / spin down) = 0.4764 / 0.0405 eV
frontier orbital gap (spin up / spin down) = 8.7747 / 7.0403 eV
E_tot = -271.57778 hartree

CARTESIAN COORDINATES (ANGSTROEM)
C: 2.393 1.534 -0.194
C: 1.639 0.541 -0.945
C: -1.093 -0.763 1.406
C: -1.865 0.317 -0.762
C: -1.054 0.449 0.535
O: 3.122 2.442 -0.325
H: 2.241 -0.405 -1.020
H: 1.345 0.874 -2.029
H: 0.656 0.438 -0.394
H: -1.957 -0.926 2.151
H: -1.136 -1.658 0.799
H: -0.263 -0.721 2.048
H: -1.212 -0.400 -1.435
H: -2.113 1.353 -1.254
H: -2.815 -0.131 -0.605
H: -1.161 1.325 1.166


This record from OMol25 describes a cluster of 2 separate species, C3H2FNO2S in total at a distorted geometry. The level of theory is ωB97M-V/def2-TZVPD.

Results
LUMO level (spin up / spin down) = -2.4892 / -2.4904 eV
frontier orbital gap (spin up / spin down) = 7.6738 / 7.6779 eV
E_tot = -818.63122 hartree

CARTESIAN COORDINATES (ANGSTROEM)
C: -0.180 0.527 -0.534
C: 0.859 -0.330 -0.242
C: -0.519 0.992 -1.883
N: 0.301 0.466 -2.900
O: -1.380 1.799 -2.069
O: 1.632 -0.872 -1.216
F: -1.100 -0.722 -3.754
S: 1.663 -0.212 -2.733
H: -0.573 0.982 0.397
H: 0.891 -0.957 0.704